Record 1
{"formula": "C16H26O5", "method": "ωB97M-V/def2-TZVPD", "elements": ["C", "C", "C", "C", "C", "C", "C", "C", "C", "O", "O", "C", "O", "H", "H", "H", "H", "H", "H", "H", "H", "H", "H", "H", "H", "H", "H", "C", "C", "O", "C", "H", "H", "H", "H", "H", "H", "C", "C", "O", "C", "H", "H", "H", "H", "H", "H"], "coordinates": [[1.5271, 0.3182, 2.5740], [0.2055, 0.0386, 1.7037], [0.0070, 1.0190, 0.4582], [-0.3384, 2.5421, 0.8091], [-0.9416, 2.8145, 2.2648], [-2.5322, 2.5718, 2.3949], [-3.0554, 1.2441, 1.7030], [-3.3798, 0.9409, 0.3568], [-3.9032, -0.5492, 0.2559], [-4.0836, -1.3087, -0.7052], [-4.2457, -0.9836, 1.5976], [-3.4077, -0.1335, 2.4105], [-3.0370, -0.4489, 3.5585], [1.4469, 1.2240, 3.2689], [2.4934, 0.3930, 1.9637], [1.6481, -0.5946, 3.2728], [-0.6911, 0.0302, 2.4091], [0.3356, -1.0234, 1.2664], [-0.7389, 0.5581, -0.2941], [1.0145, 1.0301, -0.1087], [0.5404, 3.2616, 0.6344], [-1.1495, 2.8793, 0.0545], [-0.4163, 2.2827, 3.1222], [-0.7928, 3.9439, 2.4670], [-2.7684, 2.4841, 3.5208], [-3.0957, 3.4663, 1.9329], [-3.2885, 1.6913, -0.4889], [4.0597, 0.4120, -2.1912], [4.2182, -0.0511, -0.7676], [3.3480, 0.1439, 0.0614], [5.4942, -0.7647, -0.4085], [3.0940, 0.9090, -2.3048], [4.8507, 1.1223, -2.4412], [4.0938, -0.4451, -2.8669], [6.3488, -0.1067, -0.5794], [5.5919, -1.6741, -1.0051], [5.4700, -1.0399, 0.6479], [-0.8781, -2.4293, -1.9298], [-1.1471, -2.3827, -3.4100], [-0.6618, -1.5168, -4.1141], [-2.0403, -3.4494, -3.9854], [-0.2203, -1.6013, -1.6555], [-1.8157, -2.3291, -1.3787], [-0.3850, -3.3688, -1.6708], [-3.0290, -3.3944, -3.5246], [-1.5990, -4.4342, -3.8175], [-2.1458, -3.2916, -5.0607]], "e_homo_ev": -9.5, "smiles": "CCCCCCC1=CC(=O)OC1=O.CC(C)=O.CC(C)=O", "e_above_lowest_kcal_mol": 69.8, "total_energy_ha": -1001.37106, "max_force_ev_per_a": 4.7, "total_charge": 0, "homo_lumo_gap_ev": 8.6, "lumo_energy_ev": -0.845}

Record 2
{"formula": "C4H7NO", "method": "ωB97M-V/def2-TZVPD", "elements": ["C", "C", "O", "C", "C", "N", "H", "H", "H", "H", "H", "H", "H"], "coordinates": [[-0.8304, 1.7988, -0.8291], [-0.0864, 0.4408, -0.7369], [0.3257, -0.1222, -1.7435], [-0.0449, 0.0076, 0.6461], [0.3020, -1.8926, 1.0462], [1.4717, -1.3036, 0.7898], [-0.1667, 2.4706, -1.3759], [-1.1333, 2.2914, 0.1080], [-1.7345, 1.6190, -1.4165], [0.3178, 0.8175, 1.3010], [-0.1927, -2.5448, 0.3128], [0.0600, -2.1231, 2.0895], [1.7117, -1.4594, -0.1914]], "e_homo_ev": -9.1, "e_above_lowest_kcal_mol": 102.0, "total_energy_ha": -286.46909, "max_force_ev_per_a": 2.8, "total_charge": 0, "homo_lumo_gap_ev": 9.6, "lumo_energy_ev": 0.492}

Record 3
{"formula": "C4H8NO2", "method": "ωB97M-V/def2-TZVPD", "elements": ["C", "C", "C", "N", "C", "O", "O", "H", "H", "H", "H", "H", "H", "H", "H"], "coordinates": [[0.9746, 1.3692, 0.3010], [0.3291, 0.0145, 0.0097], [-0.0390, -0.6050, 1.4060], [-0.8548, 0.1026, -0.8415], [-1.1434, -1.1019, -1.6117], [-1.5385, -0.8798, -2.7838], [-0.9931, -2.1947, -1.0296], [1.2767, 1.8407, -0.6469], [0.3948, 1.9555, 0.9968], [1.9644, 1.3744, 0.7671], [1.0953, -0.6609, -0.3948], [-1.0423, -0.2235, 1.6101], [0.6290, -0.3036, 2.2083], [-0.1110, -1.6897, 1.2977], [-0.9416, 1.0022, -1.2883]], "multiplicity": 2, "e_homo_ev": [4.1, -1.0], "e_above_lowest_kcal_mol": 5.6, "total_energy_ha": -362.35971, "max_force_ev_per_a": 2.1, "total_charge": -2, "homo_lumo_gap_ev": [2.9, 7.8], "lumo_energy_ev": [6.991, 6.837]}

Record 4
{"formula": "H6O15S3Zn", "method": "ωB97M-V/def2-TZVPD", "elements": ["Zn", "S", "O", "O", "O", "O", "S", "O", "O", "O", "O", "S", "O", "O", "O", "O", "O", "H", "H", "O", "H", "H", "O", "H", "H"], "coordinates": [[0.0951, -0.2977, -0.0196], [0.7543, 0.2908, 3.3693], [1.3899, 1.6107, 3.4446], [0.4304, -0.0845, 1.9381], [1.6751, -0.7628, 3.8856], [-0.5152, 0.2557, 4.1220], [-1.1797, -0.9273, -3.0656], [-0.2736, -0.9891, -1.8792], [-0.4273, -1.2494, -4.2992], [-2.2090, -2.0119, -2.8654], [-1.7920, 0.3911, -3.1913], [0.3555, 3.0256, -0.6649], [1.5716, 3.6071, -1.2841], [-0.7803, 3.1770, -1.5763], [0.6596, 1.5671, -0.4241], [0.0509, 3.6791, 0.6327], [-0.0404, -2.4371, 0.5161], [0.1827, -3.2847, 0.1230], [-0.2695, -2.6228, 1.4350], [-1.9082, -0.0344, 0.2829], [-2.4464, 0.7508, 0.1367], [-2.4988, -0.6955, 0.6481], [2.0635, -0.8802, -0.2490], [2.4302, -1.7652, -0.2935], [2.6817, -0.3123, -0.7219]], "e_homo_ev": 4.7, "e_above_lowest_kcal_mol": 20.0, "total_energy_ha": -4105.88431, "max_force_ev_per_a": 1.9, "total_charge": -4, "homo_lumo_gap_ev": 3.6, "lumo_energy_ev": 8.319}

Record 5
{"formula": "C16H23NO3", "method": "ωB97M-V/def2-TZVPD", "elements": ["C", "C", "C", "H", "H", "C", "C", "C", "C", "C", "C", "C", "H", "H", "C", "O", "N", "H", "C", "C", "C", "H", "H", "H", "C", "H", "H", "H", "H", "H", "C", "O", "O", "H", "H", "H", "H", "H", "H", "H", "H", "H", "H"], "coordinates": [[3.9035, -4.4928, -5.3609], [3.9977, -4.1393, -3.8818], [2.9002, -3.1625, -3.4637], [1.9252, -3.6145, -3.6591], [2.9854, -2.2590, -4.0708], [3.0090, -2.8056, -1.9838], [1.9103, -1.9347, -1.4391], [1.7972, -1.7947, -0.0565], [0.8275, -0.9936, 0.5092], [-0.0713, -0.3068, -0.3049], [0.0231, -0.4590, -1.6848], [1.0042, -1.2552, -2.2439], [1.0546, -1.3438, -3.3170], [-0.6857, 0.0627, -2.3099], [-1.1440, 0.5626, 0.2255], [-2.1760, 0.7935, -0.4037], [-0.9352, 1.1043, 1.4427], [-0.0256, 1.0598, 1.8717], [-1.9562, 1.8860, 2.1251], [-1.7263, 1.8964, 3.6399], [-2.8675, 2.6373, 4.3341], [-2.7078, 2.6400, 5.4093], [-2.9175, 3.6665, 3.9931], [-3.8188, 2.1506, 4.1288], [-1.6278, 0.4715, 4.1838], [-0.7992, -0.0778, 3.7436], [-1.4814, 0.4967, 5.2606], [-2.5461, -0.0741, 3.9764], [-0.7923, 2.4332, 3.8373], [-2.9243, 1.4165, 1.8984], [-1.9657, 3.3052, 1.5066], [-1.5728, 4.2800, 2.0843], [-2.4225, 3.3420, 0.2664], [-2.5762, 2.4294, -0.1023], [0.7555, -0.9344, 1.5859], [2.4842, -2.3292, 0.5844], [3.0356, -3.7292, -1.3978], [3.9631, -2.2962, -1.8104], [3.9175, -5.0517, -3.2861], [4.9746, -3.6950, -3.6768], [2.9432, -4.9533, -5.5826], [4.0041, -3.5999, -5.9742], [4.6904, -5.1897, -5.6389]], "e_homo_ev": -9.5, "smiles": "CCCCc1ccc(C(=O)N[C@H](C(=O)O)C(C)C)cc1", "e_above_lowest_kcal_mol": 1.6, "total_energy_ha": -904.01871, "max_force_ev_per_a": 0.6, "total_charge": 0, "homo_lumo_gap_ev": 9.9, "lumo_energy_ev": 0.421}

Record 6
{"formula": "C9H19O10PS4", "method": "ωB97M-V/def2-TZVPD", "elements": ["O", "C", "O", "O", "C", "S", "C", "C", "C", "S", "O", "O", "O", "P", "O", "O", "S", "H", "H", "H", "H", "H", "H", "H", "H", "H", "H", "H", "C", "C", "C", "S", "O", "O", "C", "H", "H", "H", "H", "H", "H", "H", "H"], "coordinates": [[5.3844, 1.0690, 2.2901], [4.6117, 0.4061, 1.6705], [4.6306, -0.9445, 1.6201], [3.5481, 0.9317, 0.9999], [3.7602, 1.4017, -0.3524], [4.0671, 3.2145, -0.1855], [2.4650, 1.0602, -1.1142], [1.3825, 2.1387, -1.1123], [0.1546, 1.6256, -1.9093], [-1.1882, 1.0759, -0.8912], [-1.2745, 1.8254, 0.3167], [-2.3499, 1.0753, -1.7335], [-0.8192, -0.4210, -0.5310], [5.2311, 0.7169, -1.2571], [5.1619, -0.8794, -1.1916], [6.5478, 1.1819, -0.4867], [5.2446, 1.2985, -3.1059], [5.4603, -1.2387, 1.2279], [5.1277, 3.3536, -0.9924], [2.0546, 0.2063, -0.5687], [2.6844, 0.7138, -2.1227], [1.7093, 3.0541, -1.5947], [1.0693, 2.3052, -0.0815], [-0.2070, 2.3835, -2.5969], [0.4704, 0.7713, -2.5112], [-0.8614, -0.9280, -1.3531], [5.4769, -1.1925, -2.0521], [6.3764, 1.8646, 0.1835], [-6.2497, -1.7044, 0.7924], [-5.8291, -2.8311, 1.7472], [-4.3030, -2.9585, 1.6599], [-3.6904, -1.3230, 1.2132], [-3.0947, -1.3894, -0.0965], [-2.9730, -0.7552, 2.3229], [-5.2950, -0.5471, 1.0641], [-7.2862, -1.4083, 0.9467], [-6.1446, -2.0372, -0.2424], [-6.1203, -2.5721, 2.7669], [-6.3141, -3.7739, 1.4981], [-3.8510, -3.2506, 2.6041], [-3.9980, -3.6475, 0.8746], [-5.2555, 0.1930, 0.2680], [-5.5138, -0.0641, 2.0161]], "e_homo_ev": -9.5, "smiles": "O=C(O)O[C@](S)(CCCS(=O)(=O)O)P(O)(O)=S.O=S1(=O)CCCC1", "total_energy_ha": -3040.88182, "max_force_ev_per_a": 2.1, "total_charge": 0, "homo_lumo_gap_ev": 9.7, "lumo_energy_ev": 0.179}